Molecular formula: C2H5NOS
Method: DFT, ωB97M-V/def2-TZVPD

For the HOMO-LUMO gap, the calculation gives 9.682 eV. For the LUMO energy, the calculation gives 0.82 eV. The HOMO energy comes out at -8.866 eV. As for the energy above the lowest of the compared OMol25 structures with the same formula, charge and spin: 326.4 kJ/mol.

Structure (XYZ):
```
10
Properties=species:S:1:pos:R:3:nbo_charge:R:1
H -1.875 1.200 0.151 0.218
C -0.912 0.709 0.168 -0.084
H 0.592 -1.646 0.867 0.227
N -0.225 0.310 -0.843 -0.192
S -0.067 0.594 1.748 0.242
H 1.908 -0.810 1.620 0.222
H -0.638 0.017 -2.716 0.473
O -1.209 0.466 -1.975 -0.606
C 1.016 -0.643 0.993 -0.767
H 1.410 -0.197 -0.013 0.268
```